Entry 1:
Molecular formula: C5H15NS
Method: DFT, ωB97M-V with the def2-TZVPD basis set

Its LUMO energy is 0.93 eV. Its orbital gap is 9.546 eV. As for the HOMO energy: -8.61 eV.

Element x y z (Å)
C -0.22655 -2.64370 -2.56343
C 0.78668 -2.26908 -1.49981
N 1.62526 -1.14024 -1.89594
C 2.46613 -0.62504 -0.80069
H -0.74002 -3.51213 -2.16728
H 0.17697 -2.89070 -3.52129
H -0.99339 -1.85528 -2.65386
H 1.38146 -3.12051 -1.21321
H 0.19497 -1.99205 -0.60141
H 0.89634 -0.38775 -2.09475
H 3.00567 0.24667 -1.20372
H 1.95105 -0.38050 0.16449
H 3.16354 -1.39853 -0.54638
C -1.61696 1.61220 3.10593
S -0.99916 2.28454 1.51054
C -0.86568 0.75774 0.43384
H -0.92627 0.81469 3.37399
H -2.64718 1.13887 3.00725
H -1.65457 2.36282 3.86484
H -0.50966 1.08515 -0.58856
H -0.11936 0.06830 0.87399
H -1.83143 0.25723 0.35367

---

Entry 2:
Molecular formula: C22H25NO3
Method: DFT, ωB97M-V with the def2-TZVPD basis set

Its LUMO energy is 0.01 eV. Its orbital gap is 8.400 eV. As for the HOMO energy: -8.39 eV.

Element x y z (Å)
C 5.61601 -1.75961 -5.35209
O 4.15404 -1.38712 -5.12159
C 3.87101 -0.22789 -4.48198
C 2.52553 -0.06726 -4.15126
C 2.31702 -0.45805 -2.81306
O 3.34755 -0.85034 -2.00977
N 1.26209 -1.00462 -2.41759
C -0.22198 -0.53762 -3.26814
H 0.04880 -0.24037 -4.29086
C -0.85495 0.58505 -2.37895
C -1.26236 -0.10109 -1.08721
H -1.97350 -0.77284 -1.21271
H -1.61969 1.10703 -0.43222
C 0.03410 -0.50940 -0.27505
C -0.39927 -0.88648 0.99179
O -0.27950 -2.22578 1.28983
C -0.63675 0.14019 2.16913
C 0.09324 1.18133 2.29492
C -0.50252 2.14161 3.24141
C -1.40224 1.87039 4.01355
C -2.24004 0.86227 3.71412
C -1.79053 -0.38019 2.84213
C -2.80335 -1.41967 2.83296
C -3.74759 -1.49933 3.70855
C -4.39161 -0.31698 4.42661
C -3.39177 0.76065 4.71701
C -3.24406 2.14713 5.56250
H -3.42412 1.63988 6.54269
H -4.13095 2.51229 5.35979
C -2.05366 2.80232 5.14017
H -2.47451 3.73815 4.63923
H -1.44531 3.05191 5.80365
H -5.04621 -0.45611 5.26933
H -4.44280 -2.09320 3.63527
H -2.52310 -2.06272 2.14363
H 0.16459 2.86919 3.33366
H 0.77567 1.45077 1.62156
H 0.90834 0.24395 -0.02830
C 0.74689 -1.54581 -1.15779
H 1.74247 -1.98342 -0.75608
H 0.18695 -2.39091 -1.05215
H -1.58247 0.60484 -2.94435
H -0.09345 1.40392 -2.42154
H -0.69524 -1.37024 -3.23222
H 1.97863 -0.71030 -5.06919
H 2.15953 1.00508 -4.06492
H 4.68615 -0.07937 -3.54785
H 4.34059 0.75365 -5.06860
H 5.50635 -2.67863 -6.01675
H 6.19082 -1.90264 -4.57555
H 6.01714 -0.95362 -6.06568

---

Entry 3:
Molecular formula: C26H40NO4P2PtS
Method: DFT, ωB97M-V with the def2-TZVPD basis set

The total charge is +1. Its LUMO energy (spin up / spin down) is -4.88 / -4.88 eV. Its orbital gap (spin up / spin down) is 5.842 / 5.840 eV. As for the HOMO energy (spin up / spin down): -10.72 / -10.72 eV.

Element x y z (Å)
Pt 0.12606 0.07486 -0.20226
C -2.08694 -1.94014 -3.57840
C -2.53477 -1.24286 -2.29442
C -2.89603 -2.21898 -1.18225
P -1.57523 0.22099 -1.72582
C -1.13941 1.13060 -3.24984
C 0.10888 0.54096 -3.92084
C -1.03088 2.65120 -3.16702
C -2.67582 1.07175 -0.59876
C -3.63239 2.01116 -0.96678
C -4.45634 2.58007 -0.00568
C -5.48131 3.61603 -0.36876
C -4.26969 2.19121 1.32205
C -3.31618 1.26478 1.70172
C -2.50434 0.67582 0.73269
N -1.46068 -0.24194 0.97848
C -1.63224 -1.42742 1.69160
C -2.77680 -1.71374 2.45420
C -2.87345 -2.90315 3.14312
C -1.86163 -3.86703 3.12751
C -1.99536 -5.14614 3.90364
C -0.74852 -3.60246 2.34936
C -0.63403 -2.41686 1.61677
P 0.79070 -1.96958 0.64215
C 1.47198 -3.23611 -0.49380
C 1.37871 -4.67445 0.02057
C 0.85384 -3.12153 -1.88389
C 2.13227 -1.41996 1.78822
C 2.97016 -2.59028 2.30860
C 1.53517 -0.62851 2.95604
H -2.80837 -2.72850 -3.79555
H -1.10745 -2.40546 -3.49463
H -2.07556 -1.26536 -4.43200
H -3.45165 -0.68230 -2.54295
H -2.01915 -2.73493 -0.79044
H -3.57639 -2.96865 -1.58672
H -3.39823 -1.72446 -0.35275
H -2.02302 0.87650 -3.85561
H 1.00062 0.89732 -3.40947
H 0.13489 0.88529 -4.95471
H 0.13236 -0.54628 -3.93166
H -0.11017 2.95479 -2.67817
H -1.86226 3.11813 -2.64350
H -1.01486 3.02998 -4.19048
H -3.74564 2.29845 -2.00595
H -5.84325 3.47480 -1.38657
H -5.05386 4.61826 -0.30375
H -6.33580 3.57719 0.30498
H -4.88318 2.64817 2.08916
H -3.17321 1.03515 2.74803
H -3.59600 -1.01474 2.50419
H -3.76923 -3.08944 3.72395
H -2.48299 -4.97463 4.86261
H -1.02111 -5.59383 4.09613
H -2.59517 -5.87527 3.35534
H 0.05383 -4.32679 2.32123
H 2.52609 -2.94425 -0.56080
H 0.34007 -4.99786 0.09050
H 1.85470 -4.81187 0.98979
H 1.88346 -5.32936 -0.69046
H -0.20366 -3.38822 -1.85645
H 1.35134 -3.81808 -2.55991
H 0.96339 -2.11469 -2.28887
H 2.75896 -0.75183 1.19026
H 2.37348 -3.25553 2.93632
H 3.76860 -2.18542 2.93161
H 3.44022 -3.17301 1.51732
H 0.94945 -1.27953 3.60601
H 0.91099 0.20280 2.62801
H 2.35106 -0.20165 3.53910
O 2.31007 3.12155 -1.14532
S 1.68333 2.04183 -0.47838
O 0.11170 2.13313 -0.49728
O 1.79015 0.68294 -1.25295
O 2.03385 1.73760 0.89984

---

Entry 4:
Molecular formula: C3H5O3Sn
Method: DFT, ωB97M-V with the def2-TZVPD basis set

The total charge is +1. Its LUMO energy is -6.34 eV. Its orbital gap is 6.173 eV. As for the HOMO energy: -12.51 eV.

Element x y z (Å)
H -0.44742 -3.77915 -1.10740
O -0.29256 -1.25767 0.59084
C 0.29480 -2.18722 -0.04770
C -0.17054 -2.67086 2.53727
O -0.09068 -2.61852 -1.18459
O 1.54393 -2.27260 0.28900
C 1.20124 -2.93852 2.40416
H -0.88849 -3.48002 2.38539
H -0.50152 -1.92510 3.26380
H 1.54005 -3.94328 2.14136
H 1.91235 -2.29153 2.92383
Sn 1.59629 -0.44510 -0.56626

---

Entry 5:
Molecular formula: C31H34N6O6
Method: DFT, ωB97M-V with the def2-TZVPD basis set

Its LUMO energy is 0.63 eV. Its orbital gap is 8.652 eV. As for the HOMO energy: -8.02 eV.

Element x y z (Å)
C 4.48220 3.93415 2.38868
O 4.12308 3.91147 1.03017
C 2.95854 3.28533 0.66555
C 2.08081 2.71888 1.58017
C 0.90352 2.10727 1.18555
C 0.56784 2.05929 -0.15498
C -0.65466 1.35569 -0.68516
C -1.75694 1.06943 0.34657
O -1.56530 0.42077 1.35883
N -2.95835 1.57024 0.01938
C -4.15132 1.23294 0.75963
C -5.23042 0.69389 -0.18896
C -6.43510 0.10942 0.57324
C -7.63732 0.74295 -0.12747
C -7.03839 2.06163 -0.61198
O -5.72403 1.74160 -1.01464
N -0.26346 0.06159 -1.26694
C -1.13670 -0.51322 -2.11358
O -2.16866 0.03300 -2.46162
C -0.78630 -1.92541 -2.60217
N -0.51720 -2.80498 -1.50535
N 0.58870 -3.55577 -1.43844
N 0.63547 -4.18672 -0.33996
C -0.46663 -3.87014 0.39902
C -0.89187 -4.26384 1.66770
C -2.07147 -3.72857 2.12639
C -2.83076 -2.83105 1.36032
C -2.43639 -2.43123 0.10548
C -1.23856 -2.95858 -0.36106
C 0.95654 -0.53721 -0.84777
C 1.09170 -1.00001 0.45518
C 2.26278 -1.61631 0.84010
C 3.31761 -1.76469 -0.05935
N 4.45831 -2.43789 0.37983
C 5.66370 -2.58683 -0.24598
C 6.61064 -3.46709 0.54538
O 5.95942 -2.07353 -1.29923
C 3.19392 -1.25502 -1.34827
C 2.01762 -0.64540 -1.73572
C 1.43733 2.62411 -1.07735
C 2.63149 3.22665 -0.70368
O 3.35226 3.72806 -1.74423
C 4.71991 4.04296 -1.59761
H 5.44046 4.45071 2.42562
H 4.60084 2.92352 2.79234
H 3.75260 4.48522 2.99085
H 2.31017 2.75041 2.63284
H 0.25826 1.67027 1.92899
H -1.08431 1.94244 -1.50695
H -3.11580 1.97793 -0.89038
H -4.53421 2.12365 1.27076
H -3.87177 0.48167 1.50273
H -4.77197 -0.04142 -0.86141
H -6.39738 0.42117 1.61794
H -6.45071 -0.97704 0.53421
H -7.94182 0.13958 -0.98265
H -8.48955 0.88584 0.53216
H -7.02269 2.80079 0.20339
H -7.55237 2.49201 -1.47203
H 0.09993 -1.91454 -3.24006
H -1.64397 -2.28462 -3.18304
H -0.30952 -4.95734 2.25244
H -2.43393 -4.00250 3.10619
H -3.75029 -2.44449 1.77377
H -3.01730 -1.74073 -0.48515
H 0.27217 -0.88823 1.14832
H 2.35453 -2.00370 1.84481
H 4.34974 -2.89697 1.27375
H 7.55804 -3.53525 0.01910
H 6.78003 -3.04937 1.53569
H 6.18800 -4.46409 0.65094
H 4.01438 -1.34666 -2.03909
H 1.92037 -0.25434 -2.73734
H 1.21045 2.60169 -2.13215
H 5.27982 3.20644 -1.17384
H 5.07481 4.24009 -2.60915
H 4.86950 4.93003 -0.97927

---

Entry 6:
Molecular formula: C5H15N2
Method: DFT, ωB97M-V with the def2-TZVPD basis set

The total charge is +2. Its LUMO energy (spin up / spin down) is -7.34 / -11.98 eV. Its orbital gap (spin up / spin down) is 12.800 / 8.635 eV. As for the HOMO energy (spin up / spin down): -20.14 / -20.61 eV. As for the spin multiplicity: 2.

Element x y z (Å)
N 2.14286 0.11304 -0.63230
C 1.07162 0.66214 -1.56178
C -0.39813 0.25027 -1.06186
N -0.52121 0.39798 0.37315
C -1.12549 -0.69521 1.17718
C -0.59411 -2.09230 0.84030
C -1.02594 1.69296 0.79342
H 2.30248 -0.89032 -0.74418
H 3.04034 0.49657 -0.93650
H 1.89678 0.32344 0.31801
H 1.13856 1.73711 -1.43044
H 1.17263 0.25926 -2.56135
H -0.41498 -0.80484 -1.30232
H -1.06374 0.90490 -1.62285
H -2.21210 -0.58723 1.20292
H -0.69986 -0.50083 2.16962
H 0.04223 -2.47804 1.63433
H -1.37522 -2.82579 0.65963
H 0.02461 -2.15952 -0.04331
H -0.79800 1.79829 1.85200
H -2.07888 1.85603 0.56159
H -0.52446 2.54209 0.31472

---

Entry 7:
Molecular formula: C15H31O16Tl
Method: DFT, ωB97M-V with the def2-TZVPD basis set

The total charge is +2. Its LUMO energy is -10.71 eV. Its orbital gap is 3.709 eV. As for the HOMO energy: -14.42 eV.

Element x y z (Å)
Tl 2.40799 2.09745 0.44518
O 0.73000 1.04039 0.25604
H -0.11171 0.54564 0.29189
C -0.62961 -0.12025 -2.24440
O -1.97510 -0.64737 -2.18565
C -2.43267 -1.37709 -1.16455
O -1.86140 -1.55550 -0.09741
O -3.74809 -1.70900 -1.49330
C -4.36345 -2.76789 -0.79052
H -0.31338 0.57022 -1.46250
H -0.50648 0.38297 -3.20341
H 0.10095 -0.90550 -2.43871
H -4.06497 -3.04321 0.22102
H -3.98567 -3.62948 -1.34102
H -5.44259 -2.64246 -0.87891
C -0.49870 -0.01735 2.33965
O 0.61141 -0.05400 3.11355
C 1.81150 0.14412 2.63428
O 2.18613 0.56038 1.55318
O 2.63281 -0.39559 3.59207
C 4.04350 -0.44337 3.32147
H -0.90625 0.97888 2.16778
H -1.33071 -0.64861 2.65170
H -0.26596 -0.31067 1.31599
H 4.55778 0.00597 4.17101
H 4.45792 -0.04310 2.39619
H 4.23491 -1.51591 3.35484
C 2.63071 2.44201 -3.90922
O 1.27149 2.23435 -3.66428
C 0.90696 2.09626 -2.33412
O 1.69402 1.87425 -1.38255
O -0.43762 2.18668 -2.24144
C -1.04026 2.24173 -1.02390
H 3.18266 1.50953 -3.79119
H 3.14129 3.15932 -3.26667
H 2.70024 2.70159 -4.96558
H -1.60784 1.31785 -0.91250
H -1.74412 3.07376 -1.00359
H -0.28779 2.41542 -0.25467
C -1.87360 0.23637 0.66201
O -2.41576 0.36633 1.94105
C -2.89121 -0.71375 2.54432
O -2.53515 -1.84055 2.12966
O -3.63175 -0.39954 3.52636
C -4.36195 -1.26234 4.31042
H -1.06577 0.95144 0.50653
H -2.53892 0.32565 -0.19676
H -1.20084 -0.59795 0.46349
H -3.69145 -1.69807 5.05115
H -4.86842 -2.09052 3.81474
H -5.06177 -0.61676 4.84106
C 4.14439 0.62146 -3.00780
O 2.81618 0.20269 -2.57412
C 2.47801 -0.16394 -1.30126
O 2.89480 0.47069 -0.36898
O 1.57647 -1.18276 -1.27622
C 0.85657 -1.52802 -0.06798
H 4.71448 0.81437 -2.09902
H 4.29649 1.48917 -3.64970
H 4.56428 -0.24359 -3.52111
H -0.06324 -0.94400 -0.09895
H 1.53062 -1.37251 0.77438
H 0.57935 -2.57633 -0.17883

---

Entry 8:
Molecular formula: C3H12NO2
Method: DFT, ωB97M-V with the def2-TZVPD basis set

The total charge is +1. Its LUMO energy is -3.29 eV. Its orbital gap is 11.418 eV. As for the HOMO energy: -14.70 eV.

Element x y z (Å)
C 0.80430 -0.07883 -1.04669
C 1.36050 -1.00175 0.03619
C 0.63763 -0.92176 1.38114
O -0.76361 -1.00275 1.16916
N -0.70001 0.02269 -1.16409
H 1.12112 -0.41861 -2.02756
H 1.14460 0.91744 -0.96885
H 1.56314 -2.03716 -0.23562
H 2.32543 -0.53138 0.10545
H 1.04716 -1.62665 2.09840
H 0.78992 0.06576 1.78432
H -1.22491 -1.79505 1.43515
H -0.84150 0.41583 -2.09168
H -1.16311 0.60286 -0.46831
H -1.22050 -0.86387 -1.16103
H -1.79077 2.69938 -0.47757
H -1.01578 2.80211 0.71309
O -0.86772 2.58377 -0.21787

---

| no. | E_tot (eV) |
| --- | --- |
| 1 | -17752.770 |
| 2 | -30834.654 |
| 3 | -69946.268 |
| 4 | -15154.209 |
| 5 | -53924.552 |
| 6 | -8388.951 |
| 7 | -53464.131 |
| 8 | -8884.010 |